(1)
Density functional theory data (the ωB97M-V functional and the def2-TZVPD basis) for one molecule with the formula C5H11NO in a non-equilibrium geometry.

Element x y z (Å)
C -0.957 -1.430 -0.579
C -0.645 0.047 -0.426
C -1.500 0.758 0.612
N 0.761 0.314 -0.130
C 1.536 -0.479 0.781
C 1.365 1.371 -0.704
O 0.891 2.101 -1.550
H -0.838 -1.969 0.366
H -1.997 -1.552 -0.901
H -0.306 -1.884 -1.332
H -0.819 0.536 -1.386
H -1.145 1.837 0.619
H -2.552 0.705 0.298
H -1.431 0.234 1.588
H 1.054 -0.520 1.755
H 1.647 -1.483 0.379
H 2.545 -0.068 0.925
H 2.389 1.483 -0.314

## Properties
Charge ... 0
Multiplicity ... 1
Lowest unoccupied orbital energy ... 0.861 eV
Structure (SMILES) ... CC(C)N(C)C=O
Energy above the lowest of the compared OMol25 structures with the same formula, charge and spin ... 13.6 kcal per mole
HOMO-LUMO gap ... 0.3723 Eh



(2)
Density functional theory data (the ωB97M-V functional and the def2-TZVPD basis) for C8H32BeN16O8 as an isolated structure in a non-equilibrium geometry.

Element x y z (Å)
Be 0.839 0.422 -0.272
C 0.726 -3.591 3.754
O 1.026 -2.702 3.008
N 0.065 -3.394 4.855
N 1.026 -4.851 3.523
H -0.046 -2.427 5.128
H -0.302 -4.093 5.485
H 1.490 -5.121 2.668
H 0.708 -5.546 4.183
C 4.386 -2.314 -3.567
O 3.716 -2.035 -2.572
N 5.166 -3.340 -3.687
N 4.451 -1.542 -4.565
H 5.698 -3.574 -4.513
H 5.162 -4.041 -2.960
H 4.058 -0.623 -4.419
H 5.152 -1.640 -5.286
C 5.918 1.736 1.454
O 4.792 1.242 1.445
N 6.402 2.360 0.361
N 6.847 1.451 2.284
H 5.866 2.527 -0.479
H 7.352 2.704 0.374
H 6.707 0.925 3.135
H 7.758 1.866 2.149
C -1.392 -4.659 -1.709
O -1.079 -3.475 -1.630
N -2.231 -5.177 -0.947
N -1.059 -5.467 -2.688
H -2.812 -4.682 -0.286
H -2.650 -6.045 -1.251
H -0.396 -5.256 -3.420
H -1.592 -6.322 -2.613
C -5.004 0.440 0.407
O -3.753 0.405 0.375
N -5.761 -0.553 -0.003
N -5.725 1.444 0.965
H -5.302 -1.344 -0.430
H -6.766 -0.557 0.104
H -6.729 1.371 1.045
H -5.176 2.082 1.523
C -0.966 5.563 0.038
O -0.071 4.787 -0.204
N -1.205 6.670 -0.693
N -1.778 5.556 1.031
H -0.869 6.891 -1.619
H -2.042 7.098 -0.324
H -1.610 4.796 1.675
H -2.548 6.209 1.009
C -1.168 2.318 5.163
O -0.538 2.049 4.163
N -0.924 3.206 6.040
N -2.359 1.754 5.363
H -0.192 3.826 5.724
H -1.565 3.376 6.802
H -2.888 1.219 4.689
H -2.711 1.845 6.305
C -1.386 0.763 -5.333
O -0.727 0.860 -4.305
N -1.122 1.260 -6.514
N -2.610 0.239 -5.345
H -1.891 1.469 -7.134
H -0.196 1.564 -6.779
H -3.042 -0.036 -4.474
H -3.130 0.115 -6.202

## Properties
Charge ... +2
Multiplicity ... 1
Lowest unoccupied orbital energy ... -11.032 eV
Energy above the lowest of the compared OMol25 structures with the same formula, charge and spin ... 374.5 kcal per mole
HOMO-LUMO gap ... 0.0902 Eh



(3)
Density functional theory data (the ωB97M-V functional and the def2-TZVPD basis) for a 2-piece molecular cluster, C4H9O5S2 overall in a non-equilibrium geometry.

Element x y z (Å)
C 0.304 -0.165 2.198
C 0.106 -1.201 1.005
C 1.766 -0.065 -0.726
C 1.373 -1.250 0.179
O -1.212 1.561 -0.300
O -2.400 -0.503 -0.836
O -2.802 1.687 -2.039
O 1.389 1.200 -0.251
O -0.666 0.315 -2.367
S 2.357 -2.566 0.010
S -1.698 0.638 -1.377
H 1.131 0.428 2.018
H -0.623 0.433 2.087
H 0.189 -0.773 3.157
H -0.796 -0.870 0.425
H -0.211 -2.164 1.466
H 1.152 -0.339 -1.690
H 2.872 -0.190 -0.881
H 0.438 1.297 -0.433
H -2.671 2.526 -1.645

## Properties
Charge ... -1
Multiplicity ... 1
Lowest unoccupied orbital energy ... 3.259 eV
Energy above the lowest of the compared OMol25 structures with the same formula, charge and spin ... 0.0 kcal per mole
HOMO-LUMO gap ... 0.3072 Eh